a) {"formula": "C3H10S3", "method": "ωB97M-V with the def2-TZVPD basis set", "elements": ["C", "C", "S", "H", "H", "H", "H", "H", "H", "C", "S", "S", "H", "H", "H", "H"], "xyz": [[-2.5015, 1.7148, 5.0339], [-2.1768, 2.6920, 3.8747], [-1.0583, 1.9636, 2.6902], [-3.0329, 0.8659, 4.6035], [-1.5546, 1.3005, 5.3962], [-2.8636, 2.2499, 5.9003], [-1.6198, 3.5061, 4.3632], [-3.1238, 3.0235, 3.4348], [-0.8815, 0.6247, 2.8464], [2.3991, -2.2548, -4.2706], [2.0086, -2.0646, -2.5002], [0.3038, -0.8601, -2.6246], [2.2449, -3.3023, -4.5348], [1.6715, -1.7005, -4.8415], [3.4242, -1.9044, -4.3443], [-0.6210, -1.7224, -2.1081]], "charge": 0, "smiles": "CCS.CSS", "spin_multiplicity": 1, "e_homo_ev": -8.750, "lumo_energy_ev": 0.55, "orbital_gap_ha": 0.34178}

b) {"formula": "C3H10S3", "method": "ωB97M-V with the def2-TZVPD basis set", "elements": ["C", "S", "C", "H", "H", "H", "H", "H", "H", "C", "S", "S", "H", "H", "H", "H"], "xyz": [[-2.3165, -0.1364, 1.7501], [-0.5044, -0.3101, 1.8243], [-0.2638, -1.9713, 1.3073], [-2.6574, 0.4295, 2.7119], [-2.6763, -1.2114, 1.8309], [-2.5921, 0.3254, 0.8817], [-0.5287, -2.8344, 1.9266], [-0.8977, -2.0283, 0.3004], [0.8708, -2.1048, 1.0926], [2.6446, 1.0477, -2.0262], [0.9342, 1.0225, -2.6834], [-0.0389, 2.8107, -2.0601], [3.2018, 1.9183, -1.8361], [3.0465, 0.3104, -2.7478], [2.7213, 0.3309, -1.1289], [-0.9433, 2.4014, -1.1435]], "charge": 0, "smiles": "CSC.CSS", "spin_multiplicity": 1, "e_homo_ev": -8.465, "lumo_energy_ev": 0.46, "orbital_gap_ha": 0.32785}

c) {"formula": "C3H10S3", "method": "ωB97M-V with the def2-TZVPD basis set", "elements": ["C", "C", "S", "H", "H", "H", "H", "H", "H", "C", "S", "S", "H", "H", "H", "H"], "xyz": [[0.8154, -3.7662, 0.4608], [1.5066, -2.4420, 0.8409], [0.4038, -1.0253, 0.8004], [0.6654, -3.7113, -0.6062], [-0.0987, -3.9427, 1.0038], [1.5303, -4.5772, 0.5842], [1.9397, -2.5403, 1.8425], [2.3979, -2.3151, 0.2275], [0.3070, -1.0950, -0.5350], [-2.1147, 4.1708, -0.2613], [-1.1868, 2.6244, -0.1150], [0.4884, 3.0477, -1.2602], [-1.5203, 4.9825, 0.1481], [-2.9621, 4.0405, 0.4062], [-2.3768, 4.3697, -1.2960], [0.2048, 2.1796, -2.2406]], "charge": 0, "smiles": "CCS.CSS", "spin_multiplicity": 1, "e_homo_ev": -8.777, "lumo_energy_ev": 0.62, "orbital_gap_ha": 0.34546}

On energetic grounds, c) is preferred over the next structure by 0.0206 hartree.

a) {"formula": "C6H4O2", "method": "ωB97M-V with the def2-TZVPD basis set", "elements": ["C", "C", "C", "O", "C", "C", "C", "O", "H", "H", "H", "H"], "xyz": [[-0.2396, -1.3786, 2.6053], [-0.4108, -0.7016, 1.6158], [-0.2339, 0.0201, 0.4552], [-1.2656, 0.7692, -0.0481], [-0.9823, 1.1610, -1.2466], [0.1911, 0.7662, -1.6479], [0.7160, -0.0741, -0.6042], [1.8193, -0.7409, -0.6115], [-0.2820, -2.0635, 3.4751], [-1.5901, 1.9203, -1.6952], [0.7233, 1.3924, -2.4131], [2.4767, -0.2345, -1.1552]], "charge": 0, "smiles": "C#Cc1occc1O", "spin_multiplicity": 1, "e_homo_ev": -8.044, "lumo_energy_ev": 0.64, "orbital_gap_ha": 0.31920}

b) {"formula": "C6H4O2", "method": "ωB97M-V with the def2-TZVPD basis set", "elements": ["C", "C", "C", "C", "C", "O", "C", "O", "H", "H", "H", "H"], "xyz": [[1.0665, 1.5030, 1.8744], [0.3503, 0.6625, 1.3333], [-0.4548, -0.2229, 0.4797], [-0.9576, 0.3560, -0.7542], [-0.4073, -0.2845, -1.7267], [0.4086, -1.2607, -1.3738], [0.4893, -1.2732, -0.0669], [1.1181, -2.0573, 0.4971], [1.7807, 2.2940, 2.1873], [-1.3087, -0.6785, 1.0561], [-1.6451, 1.2635, -0.7245], [-0.4399, -0.3018, -2.7817]], "charge": 0, "smiles": "C#C[C@H]1C=COC1=O", "spin_multiplicity": 1, "e_homo_ev": -9.829, "lumo_energy_ev": 0.80, "orbital_gap_ha": 0.39069}

On energetic grounds, b) is preferred over the next structure by 0.0161 hartree.

a) {"formula": "C6H9FS", "method": "ωB97M-V with the def2-TZVPD basis set", "elements": ["C", "C", "C", "C", "C", "S", "C", "F", "H", "H", "H", "H", "H", "H", "H", "H", "H"], "xyz": [[0.7674, 1.9508, -0.0320], [0.1380, 0.7415, 0.1780], [0.0659, -0.4757, 1.1538], [-0.2122, -1.2927, -0.0287], [-1.6407, -1.1253, -0.2474], [-1.5745, 0.7916, -0.3327], [0.7461, -0.3623, -0.7904], [2.0458, -0.6852, -0.3664], [1.9518, 2.1034, -0.4395], [0.6943, 2.5662, 1.0294], [0.0833, 2.5690, -0.8106], [-0.8138, -0.0746, 1.8862], [0.9756, -0.6358, 1.6590], [0.2062, -2.3353, -0.0814], [-2.2978, -1.6437, 0.4699], [-1.9359, -1.6371, -1.3023], [0.8003, -0.4547, -1.9450]], "charge": 0, "smiles": "C[C@@]12C[C@@H](CS1)[C@@H]2F", "spin_multiplicity": 1, "e_homo_ev": -8.744, "lumo_energy_ev": 0.88, "orbital_gap_ha": 0.35374}

b) {"formula": "C6H9FS", "method": "ωB97M-V with the def2-TZVPD basis set", "elements": ["C", "C", "F", "C", "C", "C", "C", "S", "H", "H", "H", "H", "H", "H", "H", "H", "H"], "xyz": [[1.8788, -1.7526, -0.4767], [1.9977, -0.4670, -0.1596], [3.1572, 0.0037, 0.3172], [1.0275, 0.6718, -0.2776], [-0.2823, 0.6554, 0.1226], [-1.2285, 1.7975, -0.3527], [-0.8955, -0.4089, 0.9084], [-1.7559, -1.4718, -0.2291], [2.7765, -2.3782, -0.4017], [0.9470, -2.1801, -0.5363], [1.5442, 1.5218, -0.6985], [-1.9588, 1.4295, -1.1001], [-1.8145, 2.2702, 0.4346], [-0.7775, 2.6118, -0.8924], [-0.0267, -0.9909, 1.3519], [-1.5781, 0.0153, 1.6540], [-3.0109, -1.3275, 0.3360]], "charge": 0, "smiles": "C=C(F)/C=C(/C)CS", "spin_multiplicity": 1, "e_homo_ev": -8.807, "lumo_energy_ev": 0.60, "orbital_gap_ha": 0.34575}

On energetic grounds, b) is preferred over the next structure by 0.0788 hartree.

a) {"formula": "CH3ClN2O2", "method": "ωB97M-V with the def2-TZVPD basis set", "elements": ["C", "N", "N", "O", "O", "Cl", "H", "H", "H"], "xyz": [[-0.0442, 1.0011, 0.1124], [1.2306, -1.3283, -0.7395], [1.2265, 1.3386, -0.0091], [2.0355, 0.8179, 0.8881], [1.6690, 2.1780, -0.8382], [2.4991, -0.9878, 0.0904], [-0.6130, 1.3894, -0.6522], [-0.2888, 0.4031, 0.9551], [0.5358, -1.6801, -0.2114]], "charge": 0, "spin_multiplicity": 1, "e_homo_ev": [-9.260, -9.258], "lumo_energy_ev": [-1.86, -1.86], "orbital_gap_ha": [0.27195, 0.27180]}

b) {"formula": "CH3ClN2O2", "method": "ωB97M-V with the def2-TZVPD basis set", "elements": ["C", "N", "N", "O", "O", "Cl", "H", "H", "H"], "xyz": [[-0.2804, 0.6954, -0.9555], [-0.7994, 0.3603, 0.3233], [-0.2113, -0.1667, 1.2205], [-0.5014, -0.4280, 2.3305], [1.2676, -0.6778, 0.8535], [1.0267, -2.1409, 0.0939], [0.7734, 0.9670, -0.9044], [-0.4007, -0.1439, -1.6429], [-0.8745, 1.5347, -1.3190]], "charge": 0, "smiles": "C/N=[N+](/[O-])OCl", "spin_multiplicity": 1, "e_homo_ev": -10.579, "lumo_energy_ev": -0.22, "orbital_gap_ha": 0.38051}

On energetic grounds, b) is preferred over the next structure by 0.0872 hartree.

a) {"formula": "C4H9N2O2", "method": "ωB97M-V with the def2-TZVPD basis set", "elements": ["C", "N", "C", "O", "N", "C", "O", "C", "H", "H", "H", "H", "H", "H", "H", "H", "H"], "xyz": [[1.0050, 1.9236, 0.3702], [0.2907, 0.6627, 0.2142], [-0.2271, 0.2996, -0.9334], [-0.0705, 1.0418, -2.0029], [-0.8518, -0.9218, -1.0295], [-0.8714, -1.8692, 0.0491], [0.2110, -1.6610, 0.9305], [0.1660, -0.4168, 1.4831], [1.5869, 2.0536, -0.4685], [1.6756, 1.8545, 1.3395], [0.4242, 2.7633, 0.6127], [-0.5440, 0.6666, -2.8231], [-0.9941, -1.3406, -2.0192], [-1.8413, -1.9298, 0.4447], [-0.5422, -2.8079, -0.3224], [1.0900, -0.2766, 2.0148], [-0.5072, -0.0423, 2.1403]], "charge": 1, "smiles": "C[N+]1=C(O)NCOC1", "spin_multiplicity": 1, "e_homo_ev": -14.625, "lumo_energy_ev": -3.34, "orbital_gap_ha": 0.41462}

b) {"formula": "C4H9N2O2", "method": "ωB97M-V with the def2-TZVPD basis set", "elements": ["C", "N", "C", "C", "O", "N", "C", "O", "H", "H", "H", "H", "H", "H", "H", "H", "H"], "xyz": [[1.9614, 1.9090, -0.3830], [1.1534, 0.6551, -0.5804], [0.2438, 0.1523, 0.2530], [-0.2383, -1.2639, -0.0464], [-1.2664, 1.0828, 0.2254], [-2.3427, 0.5212, 0.0101], [-3.2657, -0.1554, -0.1529], [-4.2757, -0.8857, -0.2632], [1.3917, 2.6705, 0.0648], [2.7773, 1.8841, 0.2738], [2.5219, 2.1556, -1.2593], [1.1190, 0.3777, -1.5756], [0.5365, 0.3557, 1.2713], [0.5450, -1.9210, 0.0432], [-0.7586, -1.3942, -0.9777], [-0.8903, -1.4446, 0.7515], [-4.7121, -0.7112, -1.1895]], "charge": 1, "smiles": "CN[C@H](C)O[N+]#CO", "spin_multiplicity": 1, "e_homo_ev": -13.828, "lumo_energy_ev": -3.65, "orbital_gap_ha": 0.37416}

c) {"formula": "C4H9N2O2", "method": "ωB97M-V with the def2-TZVPD basis set", "elements": ["C", "C", "C", "C", "N", "N", "O", "O", "H", "H", "H", "H", "H", "H", "H", "H", "H"], "xyz": [[1.2587, 1.7350, 0.5862], [-0.6146, -0.1951, -0.3602], [-1.0678, -2.4934, 0.4699], [-1.5392, -1.3165, -0.3784], [0.0419, 2.0529, 0.0827], [2.2957, 2.0597, -0.1547], [-0.8908, 1.0097, -0.2392], [2.2106, 2.4183, -1.3619], [1.4239, 1.4442, 1.7092], [0.5316, -0.4204, -0.3067], [-1.0944, -2.2426, 1.5437], [-0.0639, -2.6423, 0.1372], [-1.5866, -3.3777, 0.2173], [-2.5723, -0.9876, -0.0829], [-1.6589, -1.8441, -1.4325], [0.0643, 2.6020, -0.7710], [3.2618, 2.1980, 0.3412]], "charge": 1, "spin_multiplicity": 1, "e_homo_ev": [-13.442, -13.438], "lumo_energy_ev": [-5.48, -5.48], "orbital_gap_ha": [0.29249, 0.29233]}

On energetic grounds, a) is preferred over the next structure by 0.1304 hartree.

a) {"formula": "H2N2O3", "method": "ωB97M-V with the def2-TZVPD basis set", "elements": ["N", "N", "O", "O", "O", "H", "H"], "xyz": [[-0.8787, 0.0021, 0.4552], [0.3237, -0.1474, -1.0487], [-0.1152, -0.3979, -2.0862], [1.3985, 0.1352, -0.6085], [-0.0185, 0.2823, 1.4428], [-1.1629, -0.9580, 0.5671], [0.4532, 1.0838, 1.2783]], "charge": 0, "spin_multiplicity": 1, "e_homo_ev": [-9.505, -9.504], "lumo_energy_ev": [0.18, 0.18], "orbital_gap_ha": [0.35579, 0.35579]}

b) {"formula": "H2N2O3", "method": "ωB97M-V with the def2-TZVPD basis set", "elements": ["O", "N", "N", "O", "O", "H", "H"], "xyz": [[1.2019, 1.4421, -1.5864], [0.6441, 1.4025, -0.4731], [-0.1340, 0.4003, -0.3862], [-0.8777, 0.0100, 0.7881], [-0.1702, -0.9485, 1.5357], [-0.2904, -0.5152, -1.0171], [-0.3736, -1.7912, 1.1389]], "charge": 0, "smiles": "O=NNOO", "spin_multiplicity": 1, "e_homo_ev": -10.162, "lumo_energy_ev": 0.12, "orbital_gap_ha": 0.37795}

On energetic grounds, a) is preferred over the next structure by 0.0463 hartree.

a) {"formula": "C10H11N3", "method": "ωB97M-V with the def2-TZVPD basis set", "elements": ["C", "C", "C", "C", "C", "N", "C", "C", "N", "N", "C", "C", "C", "H", "H", "H", "H", "H", "H", "H", "H", "H", "H", "H"], "xyz": [[-0.6008, 2.7543, -0.4116], [-0.5939, 1.2765, -0.1255], [-1.7857, 0.4573, -0.4115], [-1.4416, -0.8194, -0.6101], [0.0064, -1.0036, -0.4301], [0.5617, -2.2114, -0.7328], [0.4487, -3.0959, 0.1921], [-0.0863, -2.6781, 1.4649], [-0.2873, -1.4116, 1.5193], [-0.2141, -0.2477, 1.9847], [0.1987, 0.7635, 1.1017], [0.6098, 0.3880, -0.3793], [1.9380, 0.7359, -0.9778], [-0.2622, 2.9541, -1.4279], [0.0454, 3.2947, 0.2778], [-1.6096, 3.1485, -0.3098], [-2.7852, 0.8544, -0.4080], [-2.1003, -1.6563, -0.7590], [0.7528, -4.1106, -0.0051], [-0.3624, -3.3723, 2.2399], [0.7482, 1.5324, 1.6312], [1.8606, 1.6338, -1.5896], [2.2590, -0.0844, -1.6163], [2.7001, 0.8981, -0.2174]], "charge": 0, "smiles": "C[C@]12C=C\\C3=N/C=C\\N=N\\[C@H]1[C@@]32C", "spin_multiplicity": 1, "e_homo_ev": -7.561, "lumo_energy_ev": 0.38, "orbital_gap_ha": 0.29197}

b) {"formula": "C10H11N3", "method": "ωB97M-V with the def2-TZVPD basis set", "elements": ["C", "C", "C", "N", "C", "N", "N", "C", "C", "C", "C", "C", "C", "H", "H", "H", "H", "H", "H", "H", "H", "H", "H", "H"], "xyz": [[-3.0806, -2.1838, 0.4187], [-2.4075, -1.0311, 0.5318], [-1.9836, -0.0884, -0.5496], [-0.6789, 0.4389, -0.3516], [-0.3814, 1.7481, -0.0909], [-1.4346, 2.7115, 0.0647], [0.8501, 1.9769, 0.1893], [1.4379, 0.7251, 0.2001], [2.7671, 0.3768, 0.3170], [3.0344, -1.0128, 0.0593], [2.0091, -1.9390, -0.1917], [0.7011, -1.5782, -0.3870], [0.4574, -0.2398, -0.1679], [-3.3936, -2.7838, 1.2857], [-3.6143, -2.5026, -0.5183], [-2.1168, -0.7106, 1.5802], [-1.8867, -0.6732, -1.5164], [-2.7374, 0.7884, -0.7188], [-0.9635, 3.4908, 0.7186], [-1.7326, 3.1948, -0.9035], [3.5501, 1.1057, 0.5426], [4.0315, -1.3167, 0.4510], [2.4565, -2.9108, -0.3301], [-0.0727, -2.2339, -0.7472]], "charge": 0, "smiles": "C=CCn1c(N)nc2ccccc21", "spin_multiplicity": 1, "e_homo_ev": -8.230, "lumo_energy_ev": 0.80, "orbital_gap_ha": 0.33197}

On energetic grounds, b) is preferred over the next structure by 0.1429 hartree.